Entry 1:
Below is a structure of composition C34H57CrN3O2Si at a distorted geometry, with properties calculated with the ωB97M-V functional and the def2-TZVPD basis.

Atoms and positions in Å:
O1 0.95 -2.17 -1.64
O2 -1.90 -2.40 -5.92
C1 2.17 -2.54 -2.47
C2 3.03 -3.50 -1.69
H1 2.69 -1.60 -2.68
H2 1.81 -2.98 -3.41
H3 3.40 -3.02 -0.78
H4 3.91 -3.78 -2.29
H5 2.50 -4.42 -1.44
C3 -0.12 -3.25 -1.53
C4 -0.16 -4.24 -2.67
H6 -1.07 -2.71 -1.43
H7 0.09 -3.73 -0.57
H8 -0.45 -3.77 -3.62
H9 -0.93 -4.99 -2.45
H10 0.78 -4.77 -2.79
C5 -2.85 -1.90 -4.98
C6 -1.14 -1.38 -6.56
C7 -3.71 -3.05 -4.49
H11 -3.50 -1.14 -5.46
H12 -2.34 -1.41 -4.13
H13 -4.05 -3.67 -5.32
H14 -4.58 -2.66 -3.96
H15 -3.14 -3.68 -3.80
C8 -0.82 -1.80 -7.98
H16 -0.20 -1.25 -6.00
H17 -1.67 -0.41 -6.57
H18 -0.26 -2.74 -8.00
H19 -0.24 -1.03 -8.47
H20 -1.75 -1.95 -8.55
H21 0.59 -1.10 -1.78
N1 1.58 1.15 0.89
C9 1.54 2.40 1.36
C10 0.40 3.21 1.28
C11 -0.91 2.77 1.06
C12 2.78 2.95 2.01
H22 3.67 2.85 1.37
H23 2.99 2.46 2.97
H24 2.62 4.02 2.20
C13 -2.05 3.74 1.21
H25 -2.55 3.63 2.19
H26 -2.80 3.63 0.42
H27 -1.66 4.77 1.16
N2 -1.19 1.49 0.77
C14 2.71 0.30 1.12
C15 3.77 0.25 0.18
C16 3.78 1.10 -1.05
C17 4.84 -0.60 0.42
H28 5.65 -0.64 -0.32
C18 4.91 -1.36 1.58
H29 5.77 -2.01 1.76
C19 3.88 -1.28 2.52
H30 3.92 -1.87 3.45
C20 2.79 -0.45 2.31
C21 1.71 -0.37 3.35
C22 -2.47 0.94 1.11
C23 -3.38 0.61 0.09
C24 -2.99 0.79 -1.34
C25 -4.65 0.16 0.43
H31 -5.35 -0.08 -0.38
C26 -5.02 0.00 1.76
H32 -6.02 -0.36 2.02
C27 -4.11 0.29 2.77
H33 -4.37 0.16 3.82
C28 -2.82 0.75 2.46
C29 -1.84 1.00 3.57
Cr1 0.15 0.45 -0.23
H34 3.33 0.58 -1.91
H35 4.81 1.33 -1.33
H36 3.24 2.05 -0.92
H37 1.39 0.66 3.54
H38 2.10 -0.78 4.29
H39 0.83 -0.96 3.07
H40 -3.78 0.40 -2.00
H41 -2.05 0.26 -1.59
H42 -2.84 1.85 -1.60
H43 -0.94 0.38 3.46
H44 -2.31 0.74 4.52
H45 -1.53 2.05 3.62
H46 0.53 4.25 1.55
C30 0.44 0.45 -2.44
Si1 0.35 2.15 -3.27
H47 1.46 0.12 -2.70
H48 -0.32 -0.15 -2.97
C31 1.61 2.13 -4.68
C32 0.74 3.65 -2.22
C33 -1.35 2.42 -4.05
H49 -1.78 1.47 -4.40
H50 -1.25 3.08 -4.92
H51 -2.05 2.88 -3.35
H52 2.61 1.86 -4.32
H53 1.68 3.12 -5.15
H54 1.32 1.41 -5.46
H55 1.59 3.49 -1.54
H56 -0.11 3.96 -1.61
H57 1.00 4.49 -2.88
N3 -0.72 -2.04 1.46
C34 -0.35 -1.14 0.80

The value obtained for the HOMO energy (spin up / spin down) is -10.8 / -11.1 eV. The total energy comes out at -81040.60444 eV. Its spin multiplicity is 4. As for the molecular weight: 619.9 g mol⁻¹. As for the HOMO-LUMO gap (spin up / spin down): 7.2 / 8.1 eV. The charge is +1.

---

Entry 2:
Below is a structure of composition C34H57EuN3O3Si at a distorted geometry, with properties calculated with the ωB97M-V functional and the def2-TZVPD basis.

Atoms and positions in Å:
O1 1.67 -2.89 -2.32
O2 0.98 -1.72 -4.23
C1 3.10 -2.94 -1.94
C2 3.31 -3.14 -0.46
H1 3.50 -1.98 -2.28
H2 3.55 -3.74 -2.54
H3 2.74 -2.44 0.15
H4 4.37 -3.00 -0.23
H5 3.07 -4.17 -0.16
C3 0.64 -3.67 -1.57
C4 0.13 -4.80 -2.42
H6 -0.14 -2.94 -1.32
H7 1.12 -4.02 -0.65
H8 -0.34 -4.43 -3.34
H9 -0.63 -5.35 -1.85
H10 0.93 -5.50 -2.68
C5 -0.10 -0.76 -4.11
C6 2.03 -1.28 -5.14
C7 -1.08 -1.12 -3.03
H11 -0.59 -0.74 -5.09
H12 0.33 0.24 -3.94
H13 -1.40 -2.17 -3.09
H14 -1.98 -0.50 -3.15
H15 -0.68 -0.90 -2.04
C8 2.42 -2.38 -6.09
H16 2.89 -0.97 -4.53
H17 1.64 -0.42 -5.68
H18 2.82 -3.26 -5.57
H19 3.20 -1.99 -6.75
H20 1.57 -2.69 -6.70
H21 1.36 -2.38 -3.23
N1 -0.91 -0.13 3.11
C9 -1.73 0.28 4.09
C10 -2.62 1.37 3.95
C11 -2.93 2.08 2.77
C12 -1.72 -0.46 5.40
H22 -0.70 -0.72 5.71
H23 -2.32 -1.38 5.34
H24 -2.16 0.18 6.18
C13 -4.15 2.97 2.76
H25 -4.79 2.76 1.89
H26 -3.86 4.03 2.73
H27 -4.72 2.78 3.67
N2 -2.16 2.04 1.69
C14 -0.45 -1.44 2.93
C15 0.92 -1.74 3.14
C16 1.86 -0.65 3.58
C17 1.37 -3.04 2.95
H28 2.42 -3.27 3.14
C18 0.49 -4.04 2.52
H29 0.85 -5.06 2.38
C19 -0.85 -3.73 2.27
H30 -1.54 -4.51 1.92
C20 -1.33 -2.44 2.46
C21 -2.76 -2.09 2.20
C22 -2.36 2.67 0.44
C23 -1.78 3.94 0.19
C24 -1.23 4.77 1.32
C25 -1.69 4.40 -1.13
H31 -1.20 5.36 -1.31
C26 -2.20 3.64 -2.18
H32 -2.10 3.99 -3.21
C27 -2.86 2.43 -1.92
H33 -3.29 1.85 -2.74
C28 -2.97 1.95 -0.62
C29 -3.66 0.65 -0.35
Eu1 0.26 1.83 2.19
H34 2.20 -0.02 2.73
H35 2.76 -1.10 4.00
H36 1.43 0.00 4.36
H37 -2.86 -1.14 1.66
H38 -3.35 -2.00 3.13
H39 -3.23 -2.88 1.59
H40 -0.99 5.77 0.93
H41 -0.30 4.39 1.78
H42 -1.97 4.90 2.12
H43 -4.22 0.66 0.59
H44 -2.94 -0.19 -0.31
H45 -4.37 0.43 -1.16
H46 -3.20 1.63 4.83
C30 0.82 1.33 0.08
Si1 2.15 2.30 -0.79
H47 -0.16 1.47 -0.44
H48 1.01 0.23 0.08
C31 3.64 1.21 -1.16
C32 2.73 3.79 0.19
C33 1.42 2.97 -2.39
H49 1.96 3.88 -2.70
H50 0.36 3.24 -2.27
H51 1.49 2.24 -3.21
H52 4.20 1.00 -0.24
H53 4.31 1.72 -1.86
H54 3.34 0.25 -1.61
H55 3.08 3.54 1.20
H56 1.95 4.56 0.27
H57 3.57 4.23 -0.36
O3 1.25 2.57 6.34
C34 1.22 2.80 5.17
N3 1.18 3.01 3.98

The value obtained for the HOMO energy (spin up / spin down) is -4.8 / -6.1 eV. The total energy comes out at -74000.56452 eV. Its spin multiplicity is 8. As for the molecular weight: 735.9 g mol⁻¹. As for the HOMO-LUMO gap (spin up / spin down): 4.6 / 5.9 eV. The charge is 0.

---

Entry 3:
Below is a structure of composition C34H57F3N2O2ScSi at a distorted geometry, with properties calculated with the ωB97M-V functional and the def2-TZVPD basis.

Atoms and positions in Å:
O1 -0.33 -0.31 -2.85
O2 1.62 0.34 -4.67
C1 -0.80 -1.57 -3.44
C2 -2.20 -1.96 -3.05
H1 -0.07 -2.33 -3.11
H2 -0.68 -1.44 -4.52
H3 -2.26 -2.28 -2.01
H4 -2.51 -2.82 -3.66
H5 -2.93 -1.16 -3.22
C3 -1.22 0.84 -2.95
C4 -1.57 1.13 -4.38
H6 -0.69 1.69 -2.48
H7 -2.11 0.65 -2.32
H8 -0.65 1.22 -4.96
H9 -2.11 2.08 -4.44
H10 -2.20 0.34 -4.79
C5 2.46 1.53 -4.71
C6 1.53 -0.33 -5.96
C7 1.64 2.78 -4.62
H11 3.05 1.51 -5.64
H12 3.17 1.44 -3.88
H13 0.98 2.89 -5.49
H14 2.32 3.64 -4.60
H15 1.04 2.80 -3.71
C8 1.03 0.55 -7.07
H16 0.86 -1.19 -5.80
H17 2.53 -0.72 -6.20
H18 0.08 1.03 -6.84
H19 0.86 -0.09 -7.95
H20 1.76 1.31 -7.36
H21 1.35 -0.26 -2.99
N1 -0.95 0.37 0.80
C9 -0.76 0.70 2.09
C10 0.46 1.12 2.64
C11 1.57 1.62 1.95
C12 -1.94 0.69 3.04
H22 -2.49 -0.25 3.01
H23 -2.64 1.52 2.83
H24 -1.56 0.84 4.06
C13 2.53 2.54 2.61
H25 2.63 3.49 2.05
H26 3.53 2.09 2.70
H27 2.15 2.77 3.61
N2 1.82 1.27 0.69
C14 -2.31 0.33 0.33
C15 -3.02 -0.88 0.31
C16 -2.48 -2.11 0.96
C17 -4.29 -0.92 -0.29
H28 -4.81 -1.87 -0.35
C18 -4.87 0.25 -0.79
H29 -5.85 0.20 -1.28
C19 -4.22 1.47 -0.63
H30 -4.69 2.40 -0.96
C20 -2.96 1.53 -0.04
C21 -2.31 2.86 0.22
C22 2.95 1.78 -0.03
C23 4.19 1.10 0.06
C24 4.37 0.00 1.05
C25 5.19 1.42 -0.86
H31 6.13 0.89 -0.81
C26 4.97 2.42 -1.81
H32 5.76 2.67 -2.53
C27 3.79 3.17 -1.82
H33 3.65 4.00 -2.51
C28 2.77 2.87 -0.91
C29 1.50 3.67 -0.89
Sc1 0.87 -0.04 -0.55
H34 -1.47 -2.36 0.61
H35 -3.13 -2.96 0.74
H36 -2.42 -2.02 2.05
H37 -1.26 2.88 -0.09
H38 -2.35 3.14 1.29
H39 -2.84 3.64 -0.34
H40 5.38 -0.43 0.95
H41 3.66 -0.84 0.92
H42 4.27 0.35 2.09
H43 1.07 3.76 0.12
H44 0.72 3.24 -1.55
H45 1.69 4.69 -1.26
H46 0.49 1.23 3.72
C30 2.28 -0.51 -2.17
Si1 3.58 -1.63 -3.03
H47 2.80 0.43 -1.90
H48 2.17 -1.26 -1.29
C31 2.72 -2.99 -3.98
C32 4.59 -2.47 -1.69
C33 4.83 -0.71 -4.08
H49 5.75 -1.31 -4.14
H50 5.11 0.26 -3.63
H51 4.48 -0.53 -5.10
H52 2.10 -3.60 -3.31
H53 3.47 -3.64 -4.45
H54 2.07 -2.60 -4.78
H55 3.94 -2.94 -0.93
H56 5.27 -1.77 -1.18
H57 5.20 -3.26 -2.14
F1 0.55 -2.18 1.69
C34 1.09 -2.11 0.41
F2 2.37 -2.65 0.59
F3 0.42 -3.13 -0.29

The value obtained for the HOMO energy is -10.9 eV. The total energy comes out at -79984.80598 eV. As for the molecular weight: 655.9 g mol⁻¹. As for the HOMO-LUMO gap: 8.1 eV. The charge is +1.

---

Entry 4:
Below is a structure of composition C34H57N3O2PbSSi at a distorted geometry, with properties calculated with the ωB97M-V functional and the def2-TZVPD basis.

Atoms and positions in Å:
O1 -0.49 2.30 0.23
O2 2.34 3.05 -1.38
C1 -1.77 2.90 0.00
C2 -2.83 2.80 1.08
H1 -2.12 2.39 -0.91
H2 -1.56 3.96 -0.25
H3 -3.09 1.77 1.34
H4 -3.74 3.28 0.68
H5 -2.57 3.35 1.99
C3 -0.06 1.97 1.56
C4 0.70 3.12 2.19
H6 0.60 1.11 1.43
H7 -0.91 1.67 2.20
H8 1.52 3.43 1.53
H9 1.12 2.81 3.15
H10 0.03 3.97 2.39
C5 3.69 2.57 -1.49
C6 2.21 4.47 -1.47
C7 4.21 2.08 -0.15
H11 4.37 3.34 -1.90
H12 3.69 1.71 -2.19
H13 4.17 2.88 0.60
H14 5.24 1.75 -0.26
H15 3.61 1.23 0.20
C8 2.95 5.21 -0.38
H16 1.13 4.66 -1.41
H17 2.55 4.82 -2.47
H18 2.69 4.83 0.61
H19 2.68 6.27 -0.41
H20 4.03 5.12 -0.52
H21 0.29 1.86 -1.49
N1 -2.22 -2.18 1.90
C9 -2.15 -3.50 2.14
C10 -1.31 -4.38 1.45
C11 -0.24 -4.08 0.61
C12 -3.05 -4.11 3.20
H22 -4.03 -3.62 3.22
H23 -2.60 -4.07 4.21
H24 -3.23 -5.17 2.96
C13 0.75 -5.18 0.34
H25 1.76 -4.92 0.68
H26 0.79 -5.39 -0.74
H27 0.46 -6.10 0.86
N2 -0.07 -2.90 -0.02
C14 -2.65 -1.27 2.90
C15 -3.88 -0.60 2.75
C16 -4.78 -0.81 1.56
C17 -4.29 0.28 3.76
H28 -5.26 0.78 3.66
C18 -3.52 0.47 4.90
H29 -3.86 1.14 5.69
C19 -2.31 -0.20 5.05
H30 -1.71 -0.06 5.94
C20 -1.86 -1.07 4.06
C21 -0.59 -1.83 4.27
C22 1.16 -2.54 -0.65
C23 1.30 -2.64 -2.05
C24 0.16 -3.10 -2.93
C25 2.51 -2.27 -2.64
H31 2.62 -2.36 -3.72
C26 3.57 -1.80 -1.86
H32 4.53 -1.55 -2.32
C27 3.42 -1.69 -0.48
H33 4.25 -1.35 0.15
C28 2.22 -2.04 0.13
C29 2.07 -1.86 1.61
Pb1 -1.87 -1.44 -0.40
H34 -4.64 -0.03 0.79
H35 -5.82 -0.69 1.93
H36 -4.70 -1.80 1.10
H37 0.02 -1.94 3.35
H38 -0.78 -2.84 4.67
H39 0.03 -1.31 5.01
H40 0.57 -3.68 -3.77
H41 -0.40 -2.26 -3.37
H42 -0.56 -3.74 -2.40
H43 1.68 -2.77 2.09
H44 1.41 -1.02 1.87
H45 3.05 -1.65 2.06
H46 -1.48 -5.44 1.65
C30 0.43 1.07 -2.27
Si1 0.75 1.75 -4.02
H47 1.29 0.46 -1.95
H48 -0.46 0.42 -2.28
C31 -0.23 3.34 -4.23
C32 0.26 0.40 -5.23
C33 2.54 2.14 -4.46
H49 2.60 2.65 -5.44
H50 3.14 1.22 -4.52
H51 3.01 2.80 -3.73
H52 -1.31 3.14 -4.18
H53 -0.03 3.82 -5.20
H54 0.01 4.06 -3.45
H55 -0.63 -0.15 -4.89
H56 1.08 -0.32 -5.35
H57 0.04 0.84 -6.22
S1 -3.44 -3.07 -1.92
C34 -3.92 -4.02 -0.64
N3 -4.30 -4.68 0.26

The value obtained for the HOMO energy is -7.9 eV. The total energy comes out at -68709.84031 eV. As for the molecular weight: 807.2 g mol⁻¹. As for the HOMO-LUMO gap: 7.9 eV. The charge is 0.